# 1
A structure of composition C37H31N5O7PbS3, computed with the ωB97M-V functional and the def2-TZVPD basis.

The total energy is -98410.385 eV. For the largest force on an atom, the calculation gives 0.5 eV/A. The LUMO energy is -0.0454 Eh. The frontier orbital gap comes out at 6.1 eV.

```
! RIJCOSX wB97M-V def2-TZVPD def2/J DEFGRID3
* xyz 0 1
Pb -0.0903 -0.4831 0.0289
C 3.4808 0.0257 -4.6530
C 3.0834 1.3355 -5.3371
C 4.3439 2.1976 -5.4996
C 2.5035 1.0072 -6.7197
C 2.0490 2.1139 -4.5231
C 1.5682 3.3516 -5.0097
C 0.6630 4.1256 -4.3183
C 0.2093 3.6551 -3.0840
S -0.8699 4.3837 -1.9415
C -0.6370 3.0146 -0.9015
N 0.1454 2.0902 -1.3484
C 0.6582 2.4326 -2.5900
C 1.5759 1.6634 -3.3100
C -1.2575 2.9098 0.4318
C -2.5731 3.3114 0.6521
C -3.1729 3.1305 1.8873
C -2.4634 2.5189 2.9161
C -1.1529 2.1163 2.7124
C -0.5375 2.3466 1.4841
H 4.2033 -0.5045 -5.2747
H 2.6210 -0.6338 -4.5079
H 3.9563 0.2025 -3.6845
H 5.1069 1.6444 -6.0501
H 4.7601 2.4679 -4.5274
H 4.1362 3.1177 -6.0481
H 3.2420 0.4620 -7.3107
H 2.2346 1.9080 -7.2732
H 1.6099 0.3853 -6.6318
H 1.9326 3.7181 -5.9607
H 0.3285 5.0739 -4.7171
H 1.9166 0.7287 -2.8846
H -3.1331 3.7485 -0.1659
H -4.1973 3.4424 2.0404
H -2.9310 2.3493 3.8768
H -0.5932 1.6482 3.5120
O -1.1182 -2.8605 0.5246
C -0.3838 -2.8999 1.5171
C -0.2041 -4.0504 2.4790
C 0.9526 -3.5793 3.3642
C 1.2767 -2.1747 2.8633
O 2.1479 -1.4588 3.2918
N 0.4116 -1.8493 1.8289
H 0.0044 -4.9608 1.9191
H -1.1385 -4.2096 3.0173
H 1.8484 -4.1906 3.2626
H 0.7134 -3.5316 4.4250
O 8.2497 0.2026 -2.5996
S 8.7669 -0.7011 -3.6082
O 8.9464 -0.1164 -4.9207
O 9.8217 -1.5858 -3.1627
C 7.3789 -1.8378 -3.8951
N 7.4753 -2.7326 -4.8910
C 6.4134 -3.4803 -5.1268
C 5.2245 -3.3636 -4.4111
C 5.2426 -2.4395 -3.3880
N 6.3086 -1.7009 -3.1189
C 4.0642 -2.1095 -2.5300
C 4.1799 -1.0402 -1.6419
C 3.0837 -0.6606 -0.9060
N 1.8964 -1.2767 -1.0134
C 1.7866 -2.3242 -1.8394
C 2.8463 -2.7764 -2.5989
H 6.5032 -4.2105 -5.9254
H 4.3564 -3.9556 -4.6656
H 5.1285 -0.5214 -1.5690
H 3.1320 0.1848 -0.2301
H 0.8166 -2.8084 -1.8933
H 2.7031 -3.6276 -3.2496
O 5.1768 2.2449 6.6984
C 4.3708 3.1729 6.1468
O 4.3259 4.2775 6.6050
C 3.5532 2.7651 4.9505
C 2.5186 3.6193 4.5769
C 1.7397 3.3369 3.4732
C 1.9853 2.1765 2.7404
S 1.1563 1.8851 1.1935
C 3.0178 1.3246 3.0929
C 3.8019 1.6281 4.1973
H 5.0768 1.3922 6.2597
H 2.3479 4.5120 5.1632
H 0.9435 4.0113 3.1876
H 3.1889 0.4079 2.5487
H 4.6033 0.9416 4.4443
*
```

Results of the Löwdin charge analysis, in e, for atoms 1 through 4: number 1, Pb, carries 1.457; number 2, C, carries -0.056; number 3, C, carries -0.543; number 4, C, carries -0.027



# 2
A structure of composition C37H32AuClNP2 in a non-equilibrium geometry, computed with the ωB97M-V functional and the def2-TZVPD basis.

The total energy is -75163.714 eV. For the largest force on an atom, the calculation gives 1.4 eV/A. The LUMO energy (spin up / spin down) is -0.0736 / -0.1941 Eh. The frontier orbital gap (spin up / spin down) comes out at 7.8 / 5.1 eV.

```
! RIJCOSX wB97M-V def2-TZVPD def2/J DEFGRID3
* xyz 1 3
Au 1.0885 -0.0802 0.9323
C 1.7768 1.8401 -1.8059
P 0.5043 2.0193 -0.4531
C 0.0851 3.7885 -0.5567
C 0.8011 4.6573 0.2610
C 0.5100 6.0072 0.2563
C -0.5185 6.4883 -0.5387
C -1.2407 5.6194 -1.3436
C -0.9489 4.2676 -1.3533
C -1.0019 1.2101 -1.0619
C -1.2003 0.6771 -2.3279
C -2.4014 0.0547 -2.6305
C -3.4045 -0.0357 -1.6828
C -3.2062 0.4804 -0.4111
C -2.0070 1.0886 -0.0994
C 2.1781 0.4186 -1.9329
C 2.6569 -0.3098 -3.0494
C 2.7037 -1.6399 -2.6718
C 2.2422 -1.6988 -1.3413
C 1.7212 -2.7860 -0.4942
P -0.0703 -2.2156 -0.2584
C -0.7155 -3.1311 -1.7048
C -1.2103 -4.4261 -1.5985
C -1.5007 -5.1394 -2.7468
C -1.3146 -4.5689 -3.9945
C -0.8337 -3.2747 -4.0987
C -0.5295 -2.5569 -2.9580
C -0.8252 -3.0403 1.1608
C -2.2196 -2.9463 1.1608
C -2.9423 -3.3081 2.2777
C -2.2792 -3.7676 3.4059
C -0.8966 -3.8463 3.4159
C -0.1624 -3.4730 2.3019
N 1.9902 -0.4342 -0.9159
H 2.6189 2.4792 -1.5050
H 1.3877 2.2264 -2.7558
H 1.5760 4.2488 0.8947
H 1.0823 6.6773 0.8784
H -0.7512 7.5421 -0.5281
H -2.0413 5.9939 -1.9661
H -1.5142 3.5844 -1.9726
H -0.4352 0.7629 -3.0863
H -2.5515 -0.3710 -3.6107
H -4.3386 -0.5156 -1.9326
H -3.9828 0.4029 0.3356
H -1.8388 1.4995 0.8891
H 2.9198 0.1021 -4.0028
H 3.0169 -2.4688 -3.2742
H 2.1835 -2.7949 0.4944
H 1.7930 -3.7705 -0.9578
H -1.3560 -4.8756 -0.6274
H -1.8615 -6.1522 -2.6679
H -1.5311 -5.1366 -4.8864
H -0.6867 -2.8281 -5.0700
H -0.1399 -1.5526 -3.0306
H -2.7116 -2.5704 0.2714
H -4.0174 -3.2176 2.2739
H -2.8413 -4.0551 4.2808
H -0.3851 -4.1842 4.3050
H 0.9185 -3.5215 2.3289
Cl 4.3154 4.3361 4.9215
C 3.2522 3.1688 4.2458
C 1.9785 3.5507 3.8207
C 1.1023 2.6024 3.3471
C 1.4560 1.2397 3.3161
C 0.5068 0.2212 2.9099
C 2.7674 0.8911 3.6934
C 3.6552 1.8351 4.1450
H 1.6760 4.5836 3.8888
H 0.1118 2.8946 3.0236
H -0.5223 0.5553 2.9719
H 0.6402 -0.7227 3.4276
H 3.0631 -0.1443 3.6324
H 4.6537 1.5481 4.4353
*
```

Results of the Löwdin charge analysis, in e, for atoms 1 through 4: number 1, Au, carries 0.831; number 2, C, carries -0.228; number 3, P, carries 1.022; number 4, C, carries -0.364



# 3
A structure of composition C37H32CoN2O2PS2, computed with the ωB97M-V functional and the def2-TZVPD basis.

The total energy is -114536.938 eV. For the largest force on an atom, the calculation gives 0.2 eV/A. The LUMO energy (spin up / spin down) is -0.2678 / -0.2678 Eh. The frontier orbital gap (spin up / spin down) comes out at 6.9 / 6.9 eV.

```
! RIJCOSX wB97M-V def2-TZVPD def2/J DEFGRID3
* xyz 2 1
Co -0.3112 1.1909 1.3950
S 0.5947 1.1942 -0.5611
C -0.0064 -0.2122 -1.2994
N 0.3483 -0.5911 -2.4913
C -0.2384 -1.7996 -3.0896
C -1.6746 -1.9271 -2.6701
N -1.7699 -1.8604 -1.1993
C -2.8704 -2.6518 -0.5909
C -4.1763 -2.2982 -1.2527
C -4.7082 -1.0220 -1.0838
C -5.8980 -0.6785 -1.7032
C -6.5641 -1.6120 -2.4896
C -6.0414 -2.8851 -2.6533
C -4.8445 -3.2283 -2.0376
C -0.9994 -1.0530 -0.5343
S -1.0169 -0.8999 1.1639
C 1.3209 0.1402 -3.3409
C 0.6166 0.7582 -4.5210
C -0.3088 1.7803 -4.3210
C -0.9703 2.3368 -5.4032
C -0.7056 1.8791 -6.6892
C 0.2192 0.8671 -6.8916
C 0.8789 0.3029 -5.8068
H 0.3576 -2.6650 -2.7897
H -0.1820 -1.6902 -4.1710
H -2.0795 -2.8850 -2.9888
H -2.2955 -1.1394 -3.1009
H -2.8826 -2.4469 0.4759
H -2.6261 -3.7047 -0.7377
H -4.2004 -0.2997 -0.4518
H -6.3154 0.3097 -1.5643
H -7.4977 -1.3466 -2.9670
H -6.5656 -3.6146 -3.2556
H -4.4425 -4.2283 -2.1576
H 2.0601 -0.5928 -3.6672
H 1.8256 0.8807 -2.7254
H -0.4987 2.1590 -3.3216
H -1.6804 3.1379 -5.2483
H -1.2162 2.3204 -7.5345
H 0.4334 0.5183 -7.8928
H 1.6111 -0.4807 -5.9679
O 0.1983 4.9562 1.7215
C 0.4127 3.8665 2.1577
O -0.4406 2.8428 1.9063
C 1.5698 3.5705 3.0666
C 2.1786 4.6691 3.6632
C 3.2162 4.4964 4.5648
C 3.6600 3.2193 4.8819
C 3.0729 2.1178 4.2830
C 2.0301 2.2875 3.3708
P 1.3993 0.7736 2.6377
C 2.7248 -0.0422 1.7564
C 3.8701 0.6683 1.4015
C 4.8592 0.0448 0.6533
C 4.7052 -1.2749 0.2590
C 3.5577 -1.9833 0.6046
C 2.5628 -1.3695 1.3443
C 0.7883 -0.2425 3.9819
C 1.4472 -1.3779 4.4481
C 0.9170 -2.0769 5.5229
C -0.2616 -1.6540 6.1209
C -0.9167 -0.5171 5.6612
C -0.3916 0.1931 4.5964
H 1.8127 5.6560 3.4155
H 3.6735 5.3600 5.0281
H 4.4609 3.0793 5.5950
H 3.4258 1.1226 4.5292
H 3.9982 1.6979 1.7088
H 5.7531 0.5921 0.3865
H 5.4857 -1.7612 -0.3112
H 3.4503 -3.0185 0.3081
H 1.6704 -1.9207 1.6131
H 2.3749 -1.7047 3.9985
H 1.4322 -2.9506 5.8986
H -0.6670 -2.2048 6.9589
H -1.8254 -0.1799 6.1408
H -0.8845 1.1024 4.2635
*
```

Results of the Löwdin charge analysis, in e, for atoms 1 through 4: number 1, Co, carries 0.020; number 2, S, carries 0.923; number 3, C, carries -0.547; number 4, N, carries -0.055



# 4
A structure of composition C37H32FeIN6PSe2 in a non-equilibrium geometry, computed with the ωB97M-V functional and the def2-TZVPD basis.

The total energy is -230293.587 eV. For the largest force on an atom, the calculation gives 1.3 eV/A. The LUMO energy (spin up / spin down) is -0.1265 / -0.1481 Eh. The frontier orbital gap (spin up / spin down) comes out at 6.5 / 5.8 eV.

```
! RIJCOSX wB97M-V def2-TZVPD def2/J DEFGRID3
* xyz 1 2
Fe -0.2264 -0.2347 -0.3149
C -3.5061 5.9382 0.9828
C -2.6810 4.6826 1.0198
C -2.4718 3.9831 2.2082
C -1.7647 2.8025 2.2318
C -1.1751 2.2519 1.0789
N -0.4578 1.0538 1.1448
C 0.2820 0.8529 2.3177
C 1.0590 1.8621 2.8990
C 1.8144 1.6302 4.0310
C 1.8779 0.3707 4.6237
C 2.7546 0.1020 5.8141
C 1.1280 -0.6422 4.0485
C 0.3292 -0.3963 2.9364
N -0.4325 -1.4776 2.4089
C -1.0043 -2.4708 3.1146
C -1.4169 -3.4348 2.2263
C -1.0465 -2.9398 0.9774
N -0.4496 -1.7538 1.0847
C -1.4032 2.9595 -0.1142
C -2.1477 4.1390 -0.1328
N -0.8965 2.4965 -1.3696
C -0.6875 3.2326 -2.4746
C -0.4453 2.3727 -3.5246
C -0.5237 1.1069 -2.9636
N -0.7974 1.1756 -1.6579
H -3.4475 6.4722 1.9306
H -4.5579 5.7105 0.7979
H -3.1696 6.6124 0.1954
H -2.8942 4.3615 3.1316
H -1.6474 2.2812 3.1719
H 1.0374 2.8543 2.4671
H 2.3861 2.4456 4.4584
H 3.0560 1.0307 6.2965
H 3.6627 -0.4253 5.5150
H 2.2415 -0.5118 6.5549
H 1.1675 -1.6462 4.4542
H -1.0709 -2.4101 4.1871
H -1.9181 -4.3601 2.4463
H -1.1791 -3.4057 0.0176
H -2.3392 4.6300 -1.0784
H -0.7311 4.3067 -2.4433
H -0.2344 2.6345 -4.5459
H -0.3723 0.1494 -3.4364
Se 2.7272 -0.7782 0.5051
P 4.5945 0.5183 0.0973
Se 1.8845 -0.7028 -1.5815
C 5.1467 0.6876 1.8300
C 4.7194 1.7028 2.6860
C 5.2156 1.7774 3.9777
C 6.1288 0.8341 4.4308
C 6.5580 -0.1797 3.5859
C 6.0777 -0.2459 2.2871
C 3.8563 2.1592 -0.2393
C 4.7578 3.1238 -0.6890
C 4.3291 4.4125 -0.9692
C 2.9885 4.7445 -0.8304
C 2.0814 3.7836 -0.4062
C 2.5132 2.4989 -0.1092
H 4.0154 2.4471 2.3318
H 4.8955 2.5772 4.6333
H 6.5159 0.8970 5.4395
H 7.2808 -0.9070 3.9313
H 6.4349 -1.0225 1.6200
H 5.8044 2.8702 -0.8199
H 5.0416 5.1538 -1.3061
H 2.6533 5.7483 -1.0571
H 1.0316 4.0336 -0.2969
H 1.7924 1.7615 0.2217
I -5.5930 -1.7488 -1.9859
C -3.5619 -2.1279 -2.2198
C -3.1026 -3.1175 -3.0774
C -1.7363 -3.3192 -3.1834
C -0.8784 -2.5318 -2.4357
N -1.3202 -1.5800 -1.6110
C -2.6379 -1.3834 -1.5070
H -3.7985 -3.7182 -3.6474
H -1.3362 -4.0825 -3.8357
H 0.1947 -2.6660 -2.4781
H -2.9590 -0.6064 -0.8223
*
```

Results of the Löwdin charge analysis, in e, for atoms 1 through 4: number 1, Fe, carries 0.382; number 2, C, carries -0.042; number 3, C, carries -0.266; number 4, C, carries -0.024